Model i:
Formula: C3H10N2O3
Source: the Open Molecules 2025 dataset
Level of theory: ωB97M-V/def2-TZVPD

Structure (XYZ):
```
18
Properties=species:S:1:pos:R:3:mulliken_charge:R:1
C -0.1691 1.6667 1.9235 -0.386
C 1.1349 1.3905 1.6433 -0.271
N 1.1176 0.1657 1.0132 0.042
C -0.1605 -0.2627 0.9826 -0.127
N -0.9789 0.6353 1.4950 -0.782
H -0.5480 2.5380 2.4227 0.403
H 2.0735 1.8823 1.8219 0.414
H 1.9174 -0.3547 0.6919 0.206
H -0.3998 -1.2809 0.7277 0.510
O 1.7653 -2.0379 -0.6422 -0.658
H 1.0621 -1.6308 -1.1861 0.398
H 2.1983 -2.6603 -1.2330 0.309
O -0.5657 -1.1479 -2.0914 -0.646
H -1.1230 -0.3401 -2.1374 0.347
H -0.5579 -1.5028 -2.9882 0.284
O -2.0610 0.9862 -1.1559 -0.766
H -3.0148 0.9941 -1.0383 0.289
H -1.6902 0.9594 -0.2494 0.435
```

As for the SMILES: c1c[nH]cn1.O.O.O. Its LUMO energy is 0.7 eV.

Model ii:
Formula: C3H10N2O3
Source: the Open Molecules 2025 dataset
Level of theory: ωB97M-V/def2-TZVPD

Structure (XYZ):
```
18
Properties=species:S:1:pos:R:3:mulliken_charge:R:1
N 2.2215 0.6198 0.0761 -0.647
C 1.3909 -0.5393 0.2650 0.140
O 1.1089 -1.2357 -0.9335 -0.599
C 0.1101 -0.1129 1.0114 -1.103
C -1.0397 0.2845 0.0655 0.803
N -1.7471 -0.9056 -0.3239 -0.649
O -0.5364 1.0140 -1.0356 -0.582
O -1.9471 1.1491 0.6933 -0.611
H 3.0687 0.3735 -0.4234 0.250
H 1.7178 1.3147 -0.4667 0.271
H 1.9473 -1.2580 0.8781 0.396
H 0.6956 -0.6021 -1.5388 0.382
H -0.2530 -0.9267 1.6374 0.396
H 0.3601 0.7434 1.6364 0.365
H -2.4074 -0.7104 -1.0685 0.213
H -1.1006 -1.6223 -0.6324 0.288
H -1.1178 1.7732 -1.1604 0.335
H -2.4717 0.6407 1.3200 0.349
```

As for the SMILES: N[C@H](O)CC(N)(O)O. Its LUMO energy is 0.7 eV.

Stability verdict: model i, ahead by 0.0048 hartree